[1]
Formula: C4H11N3
Source: OMol25
Level of theory: ωB97M-V/def2-TZVPD

As for the spin multiplicity: 1. For the largest force on an atom, the calculation gives 0.88 eV/A. The energy relative to the best compared isomer or geometry (same formula, charge and spin) is 116.5 kcal/mol. The LUMO energy (spin up / spin down) comes out at -0.29 / 0.02 eV.

Element x y z (Å)
N: 1.611 -0.824 -0.972
N: -2.074 -0.360 -0.026
N: -1.362 0.478 0.715
C: -0.054 1.710 -0.987
C: 0.608 -0.832 -0.137
C: 0.842 -1.583 1.164
C: -0.097 0.863 0.264
H: -0.079 -1.713 1.734
H: -1.396 0.219 1.694
H: 1.576 -1.053 1.775
H: 0.984 1.865 -1.287
H: -0.511 -1.090 -0.508
H: 0.500 1.286 1.070
H: -0.572 1.245 -1.829
H: 1.241 -2.571 0.939
H: -2.086 0.002 -0.980
H: 1.368 -0.332 -1.833
H: -0.500 2.688 -0.796

Charges computed using Löwdin, reported in e: N 0.086; N 0.036; N -0.140; C -0.075; C -0.473; C -0.083; C -0.266; H 0.062; H 0.132; H 0.076; H 0.079; H 0.131; H 0.133; H 0.074; H 0.076; H 0.040; H 0.030; H 0.082



[2]
Formula: C4H11N3
Source: OMol25
Level of theory: ωB97M-V/def2-TZVPD

As for the spin multiplicity: 1. For the largest force on an atom, the calculation gives 4.83 eV/A. The SMILES is C=NN(N)C(C)C. The energy relative to the best compared isomer or geometry (same formula, charge and spin) is 101.2 kcal/mol. The LUMO energy comes out at 1.15 eV.

Element x y z (Å)
N: 0.754 -0.858 0.045
N: 1.548 0.533 -0.390
N: 1.023 -1.835 -0.907
C: 1.674 1.230 0.612
C: -0.698 -0.499 0.025
C: -1.072 0.328 -1.173
C: -1.065 0.175 1.395
H: -2.094 0.326 1.648
H: -0.675 -0.564 2.083
H: -2.174 0.245 -1.454
H: 1.221 1.107 1.658
H: 2.152 2.238 0.663
H: -0.951 1.408 -0.869
H: -0.499 1.095 1.560
H: 1.996 -2.001 -0.948
H: -1.276 -1.363 -0.053
H: -0.497 0.049 -2.045
H: 0.634 -1.613 -1.851

Charges computed using Löwdin, reported in e: N -0.157; N 0.050; N 0.011; C -0.138; C -0.427; C -0.097; C -0.059; H 0.067; H 0.072; H 0.100; H 0.080; H 0.078; H 0.087; H 0.035; H 0.059; H 0.103; H 0.051; H 0.084



[3]
Formula: C4H11N3
Source: OMol25
Level of theory: ωB97M-V/def2-TZVPD

As for the spin multiplicity: 1. For the largest force on an atom, the calculation gives 3.23 eV/A. The SMILES is N/C=C(\N)CCN. The energy relative to the best compared isomer or geometry (same formula, charge and spin) is 76.9 kcal/mol. The LUMO energy comes out at 0.97 eV.

Element x y z (Å)
N: -2.290 -1.964 -0.325
N: -1.116 0.797 -0.765
N: 1.610 1.950 0.209
C: -1.305 -1.304 0.421
C: 0.937 -0.424 0.388
C: 1.829 0.598 -0.340
C: -0.534 -0.244 -0.001
H: -3.011 -1.378 -0.768
H: 1.230 -1.459 0.294
H: -1.234 0.722 -1.767
H: 0.868 2.510 0.610
H: 2.137 1.882 1.076
H: 2.898 0.403 -0.205
H: -0.890 -1.813 1.277
H: -0.858 1.736 -0.521
H: 0.926 -0.226 1.471
H: 1.665 0.661 -1.419
H: -2.863 -2.448 0.365

Charges computed using Löwdin, reported in e: N 0.039; N 0.054; N -0.038; C -0.191; C -0.173; C -0.265; C -0.336; H 0.084; H 0.094; H 0.077; H 0.060; H 0.054; H 0.107; H 0.102; H 0.055; H 0.108; H 0.101; H 0.070



[4]
Formula: C4H11N3
Source: OMol25
Level of theory: ωB97M-V/def2-TZVPD

As for the spin multiplicity: 1. For the largest force on an atom, the calculation gives 4.07 eV/A. The SMILES is N/C=N/CCCN. The energy relative to the best compared isomer or geometry (same formula, charge and spin) is 96.8 kcal/mol. The LUMO energy comes out at 1.01 eV.

Element x y z (Å)
N: 0.431 1.654 1.592
N: 0.056 -1.399 -1.288
N: 0.564 -3.234 0.193
C: -1.047 0.834 -0.428
C: 0.044 -0.015 -1.287
C: -0.475 2.088 0.487
C: 0.905 -2.215 -0.779
H: -1.517 0.290 0.435
H: 0.229 2.882 -0.041
H: 0.088 0.719 1.871
H: -0.230 0.349 -2.319
H: -1.869 1.255 -1.142
H: -1.203 2.820 0.815
H: -0.420 -3.239 0.573
H: 1.950 -2.534 -1.040
H: 1.207 -3.058 0.998
H: 0.299 2.376 2.378
H: 0.988 0.427 -1.020

Charges computed using Löwdin, reported in e: N -0.067; N 0.008; N 0.012; C -0.136; C -0.286; C -0.312; C -0.250; H 0.086; H 0.117; H 0.049; H 0.110; H 0.112; H 0.070; H 0.092; H 0.124; H 0.085; H 0.093; H 0.092



What did the fourth record say?
Formula: C4H11N3
Source: OMol25
Level of theory: ωB97M-V/def2-TZVPD

As for the spin multiplicity: 1. For the largest force on an atom, the calculation gives 4.07 eV/A. The SMILES is N/C=N/CCCN. The energy relative to the best compared isomer or geometry (same formula, charge and spin) is 96.8 kcal/mol. The LUMO energy comes out at 1.01 eV.

Element x y z (Å)
N: 0.431 1.654 1.592
N: 0.056 -1.399 -1.288
N: 0.564 -3.234 0.193
C: -1.047 0.834 -0.428
C: 0.044 -0.015 -1.287
C: -0.475 2.088 0.487
C: 0.905 -2.215 -0.779
H: -1.517 0.290 0.435
H: 0.229 2.882 -0.041
H: 0.088 0.719 1.871
H: -0.230 0.349 -2.319
H: -1.869 1.255 -1.142
H: -1.203 2.820 0.815
H: -0.420 -3.239 0.573
H: 1.950 -2.534 -1.040
H: 1.207 -3.058 0.998
H: 0.299 2.376 2.378
H: 0.988 0.427 -1.020

Charges computed using Löwdin, reported in e: N -0.067; N 0.008; N 0.012; C -0.136; C -0.286; C -0.312; C -0.250; H 0.086; H 0.117; H 0.049; H 0.110; H 0.112; H 0.070; H 0.092; H 0.124; H 0.085; H 0.093; H 0.092